# 1
Computed, not measured: a cluster of 8 separate species, C9H28BF4O13S2 in total, with wB97M-V/def2-TZVPD.

Structure (XYZ):
```
57
C9H28BF4O13S2 (wB97M-V/def2-TZVPD)
H -0.122 -4.470 3.110
C 0.086 2.674 2.796
H 4.722 2.800 3.804
C 0.782 0.398 -6.212
F 0.013 -1.345 1.909
O 1.842 -1.997 -6.293
C -3.360 -0.124 -1.949
O 2.040 3.006 4.670
O -4.448 1.013 -0.235
C -3.994 -0.333 -0.563
H 1.500 1.099 -2.344
H 1.735 0.589 -6.708
H -3.365 -0.723 0.233
S 1.141 1.768 4.069
O 2.003 1.297 -1.552
H 3.212 4.655 4.420
H 0.174 -1.131 -2.373
H 1.569 0.781 -0.857
F 0.909 -0.353 0.102
H -4.867 -0.954 -0.763
O -3.588 3.057 -0.751
F -0.848 -1.814 -0.156
H -2.878 -0.869 3.522
H 4.493 3.703 2.420
O 1.350 -1.028 -4.054
C 3.915 3.114 3.143
H -0.753 2.010 2.591
H 2.177 4.369 3.008
O 2.011 0.851 3.283
O -2.535 -1.699 3.184
O -0.725 -4.388 2.368
F -1.194 0.224 0.918
B -0.288 -0.844 0.665
O -0.586 -1.797 -5.565
H 0.071 0.411 -7.036
S 0.819 -1.315 -5.583
H 0.644 1.096 -5.390
H -4.087 -0.317 -2.739
H 1.709 -1.705 -2.183
H -0.348 -3.682 1.835
H -0.688 -3.208 -3.259
H -2.088 -1.457 2.365
H -0.321 3.543 3.311
C 0.908 -1.725 -2.923
H 0.917 -3.677 -3.939
O 0.302 1.268 5.161
H -2.534 -0.835 -1.997
H 3.636 2.364 2.405
C -3.678 1.856 -0.945
H 0.044 -2.031 3.629
H 0.348 -2.882 4.853
O -2.918 1.173 -1.902
C 0.393 -3.152 -3.141
O 0.771 -2.356 4.171
H 0.653 2.905 1.898
H 0.544 -3.703 -2.211
C 2.779 3.889 3.779
```

Values from the calculation:
charge: -1
E_LUMO: 2.29 eV
gap between HOMO and LUMO: 0.3769 Eh
E_HOMO: -7.962 eV

Löwdin atomic charges, in units of e: H 0.0153; C -0.0834; H 0.0822; C -0.1054; F 0.1356; O -0.2837; C -0.1695; O -0.2862; O 0.0634; C -0.0793; H 0.0056; H 0.0603; H 0.1118; S 0.6981; O -0.0672; H 0.1162; H 0.1008; H -0.0108; F 0.1083; H 0.1249; O 0.1175; F 0.1419; H 0.0382; H 0.0746; O -0.2584; C -0.0974; H 0.0514; H 0.1063; O -0.3094; O -0.0450; O -0.0578; F 0.0980; B -1.2773; O -0.3177; H 0.0641; S 0.6552; H 0.0656; H 0.1291; H 0.1254; H 0.0122; H 0.0704; H -0.0038; H 0.0614; C -0.2782; H 0.0751; O -0.3024; H 0.1239; H 0.0694; C -0.5076; H -0.0063; H 0.0294; O 0.0500; C -0.0732; O -0.0620; H 0.0682; H 0.0793; C -0.2472

=====

# 2
Computed, not measured: a cluster of 8 separate species, C36H86N2O8 in total, with wB97M-V/def2-TZVPD.

Structure (XYZ):
```
132
C36H86N2O8 (wB97M-V/def2-TZVPD)
H -2.171 -3.405 0.937
H 4.607 -0.921 0.881
H -4.334 -1.939 0.620
O 1.500 -3.593 1.939
H -3.040 -4.808 0.594
H -1.343 6.812 -2.705
H 1.243 1.003 -1.357
H -2.907 -1.011 -3.989
H 2.622 0.538 0.955
C 5.229 0.379 4.686
C 1.760 -4.980 1.905
H 1.405 -4.706 -0.125
C -3.578 2.376 -1.986
C -1.228 4.330 -0.435
H -3.969 -5.499 -3.565
H 2.453 7.649 -2.219
H -4.468 -0.104 -1.308
H -1.296 3.930 -1.447
H -2.437 -5.653 -2.707
C -3.260 -4.972 -2.926
H -4.468 0.376 -3.670
C -4.890 1.681 -2.052
H -2.255 1.035 0.712
H 4.848 0.995 2.648
H -4.342 -5.341 -1.057
C 0.548 -5.829 2.271
H 4.373 -2.226 3.215
H -3.249 1.582 4.404
H -0.157 -2.890 -1.567
H -1.488 -1.719 -0.632
H -2.860 -0.648 2.349
C -2.819 -3.787 -3.753
H -5.310 -2.151 -0.798
H 5.923 0.470 6.815
C 1.750 -0.044 1.256
H -2.634 2.394 1.757
C -3.512 -3.360 -0.872
H -0.919 -0.314 2.125
H 2.998 -4.304 0.196
H -3.694 -3.349 -4.233
H -4.381 0.452 3.874
N -2.835 -2.355 -1.719
C 5.178 -1.800 0.581
H 1.487 4.967 1.762
H 0.877 8.374 -2.360
H -5.693 2.389 -1.848
H -6.129 0.690 -3.530
C -2.626 0.364 2.680
C 5.271 0.972 6.100
C 0.728 6.183 -2.303
H 4.800 -1.338 5.388
C -2.547 -3.977 0.089
H -1.790 -4.565 -0.430
C 1.414 3.792 -2.171
C 1.051 -0.652 0.021
H -1.454 -1.747 -4.792
H 2.318 -3.154 2.184
H 0.783 -6.844 1.949
C -2.861 1.346 1.563
O -5.063 0.631 -1.143
H 2.569 -5.166 2.611
H 5.703 1.960 5.948
H -2.976 -0.214 4.816
H -2.273 -3.911 -4.689
C 1.465 7.505 -2.656
H -0.027 4.101 1.920
O 4.144 -2.704 2.415
H 0.250 -2.213 1.044
O -0.012 7.279 -0.392
O 0.014 -1.481 0.470
C -5.162 1.187 -3.447
H 1.838 -1.208 -0.489
C 1.243 3.810 -0.615
H 6.792 -4.138 1.169
H 1.496 5.024 -3.851
H -0.324 0.966 -0.619
H 2.612 -6.012 0.178
H -0.788 -4.387 -2.291
H 0.052 -0.197 -1.825
H 4.261 1.004 6.510
H 2.743 5.329 -2.489
H 2.193 4.101 -0.167
N 0.551 6.165 -0.864
H 1.035 2.814 -0.226
H -2.014 5.065 -0.262
O -1.198 0.203 2.885
H -5.167 1.977 -4.198
C -3.318 0.537 4.103
H 4.494 -2.171 -0.183
H -0.493 6.470 -4.194
H 6.165 -1.532 0.205
C 0.484 0.324 -0.970
H 0.037 5.817 1.938
H 5.496 -4.786 2.068
C -2.051 -2.722 -2.892
H 3.548 1.432 3.625
C -1.929 -1.472 -3.850
H 6.213 -2.465 2.283
H -2.787 1.626 -1.945
H 1.018 0.581 1.767
C 1.712 5.146 -2.790
H -0.298 -5.502 1.666
C -0.611 6.145 -3.160
H -3.435 2.952 -2.900
H 6.254 0.160 4.387
H 2.129 2.994 -2.368
H 0.042 -3.201 -3.298
C 5.331 -2.761 1.714
H -3.904 1.262 1.259
C 0.450 4.947 1.426
O 4.476 -0.822 4.646
C 4.632 1.326 3.664
H -5.110 -4.187 -2.088
C -4.667 -2.687 -0.100
C 5.703 -4.157 1.202
H -1.465 -0.649 -3.307
C -0.631 -3.320 -2.449
O -2.268 -1.323 -1.027
C -4.132 -4.507 -1.726
H 0.591 3.276 -2.666
H 5.204 -4.602 0.341
H -1.281 3.414 0.154
H 1.555 7.647 -3.733
H 5.090 2.303 3.818
C 0.206 4.854 -0.152
H -1.020 5.134 -3.145
H -3.507 3.128 -1.200
H 0.289 -5.871 3.329
H -5.439 -3.283 0.386
H 0.725 7.743 0.012
H 2.082 -0.748 2.019
C 2.244 -5.034 0.490
```

Values from the calculation:
charge: +1
E_LUMO (alpha / beta): -2.53 / -6.69 eV
relative energy (zero: lowest compared OMol25 entry of this formula, charge and spin): 0.0 kcal per mole
gap between HOMO and LUMO (alpha / beta): 0.2567 / 0.1036 Eh
E_HOMO (alpha / beta): -9.514 / -9.514 eV
spin multiplicity: 2

Here are the Löwdin charges for atoms 1 to 99, given in e: H 0.0888; H 0.0550; H 0.0706; O -0.0918; H 0.0888; H 0.0962; H 0.0688; H 0.0571; H 0.0706; C -0.4853; C -0.4720; H 0.0771; C -0.0630; C 0.0045; H 0.1084; H 0.0977; H 0.0555; H 0.0582; H 0.1042; C -0.1698; H 0.0613; C -0.5189; H 0.0553; H 0.0649; H 0.1171; C -0.0216; H 0.0671; H 0.0680; H 0.0552; H 0.0344; H 0.1192; C -0.1484; H 0.0766; H 0.0798; C -0.0329; H 0.0701; C -0.4863; H 0.0321; H 0.0602; H 0.1170; H 0.0692; N -0.1368; C -0.0526; H 0.0852; H 0.0865; H 0.1422; H 0.0868; C -0.4367; C -0.0443; C -0.4510; H 0.1003; C -0.0459; H 0.0751; C -0.1701; C -0.4534; H 0.0843; H 0.0459; H 0.0829; C -0.0517; O -0.0341; H 0.1353; H 0.0771; H 0.0786; H 0.1172; C -0.0235; H 0.0928; O -0.0524; H 0.0793; O 0.1185; O -0.0755; C -0.0520; H 0.1351; C -0.1153; H 0.0814; H 0.1409; H 0.0699; H 0.0865; H 0.0582; H 0.0688; H 0.0905; H 0.1355; H 0.1213; N 0.0711; H 0.1004; H 0.1101; O -0.0862; H 0.0843; C -0.0209; H 0.0781; H 0.1045; H 0.0894; C -0.0339; H 0.0802; H 0.0819; C -0.4349; H 0.0818; C -0.0203; H 0.1386; H 0.0828

=====

Maximum force values, unit eV Å⁻¹, following the record order: 3.630 3.456.